C57H102O19 | wB97M-V/def2-TZVPD

Its energy relative to the best compared isomer or geometry (same formula, charge and spin) is 216.24 kJ/mol. For the calculated total energy, the calculation gives -99663.403 eV. The net charge is 0. The HOMO-LUMO gap comes out at 8.35 eV. Its maximum force is 3.65 eV/A. For the HOMO energy, the calculation gives -7.9 eV.

Last column: Mulliken charge in e.
Cartesian coordinates (Å):
1 C 1.6001 -4.8557 0.0762  -0.625
2 C 2.3892 -4.1809 0.9784  -0.749
3 C 1.7685 -3.6315 2.0990  0.658
4 C 0.4334 -3.6454 2.2708  -0.008
5 C -0.3699 -4.2617 1.3315  -0.732
6 C 0.2536 -4.9138 0.2429  0.386
7 O -0.4580 -5.5092 -0.7150  -0.627
8 O 2.4565 -2.8854 3.0349  -0.601
9 H 2.0166 -5.2924 -0.8038  0.428
10 H 3.4152 -4.0332 0.6811  0.276
11 H 0.0331 -3.1599 3.1734  0.676
12 H -1.4747 -4.3460 1.3870  0.217
13 H 0.0388 -5.8900 -1.4579  0.266
14 H 3.3835 -3.1434 2.9293  0.253
15 C 4.2306 -0.6273 -3.5987  -0.491
16 C 2.8444 -0.7141 -3.6845  -0.207
17 C 2.2300 -1.9047 -4.0059  0.325
18 C 2.9970 -3.0584 -4.3284  -0.766
19 C 4.3939 -2.9338 -4.2546  -0.705
20 C 4.9944 -1.6859 -3.8403  0.547
21 O 6.3631 -1.5342 -3.8146  -0.559
22 O 0.8573 -2.0626 -3.9586  0.164
23 H 4.7529 0.2862 -3.4232  0.529
24 H 2.2498 0.1807 -3.6548  0.477
25 H 2.5038 -3.9423 -4.7384  0.262
26 H 4.9853 -3.7740 -4.5501  0.350
27 H 6.6923 -2.3893 -4.1058  0.261
28 H 0.6650 -3.0153 -4.0538  -0.224
29 C 4.6742 0.0684 4.7011  -0.554
30 C 6.0461 -0.2189 4.9415  -0.505
31 C 6.9019 0.7693 4.5183  0.466
32 C 6.3877 1.9339 3.9610  -0.610
33 C 5.0509 2.2512 3.8048  -0.525
34 C 4.1381 1.2300 4.1202  0.349
35 O 2.8529 1.4812 3.8765  -0.272
36 O 8.2341 0.6011 4.4579  -0.543
37 H 3.9571 -0.6594 5.0886  0.444
38 H 6.4581 -1.1065 5.4991  0.235
39 H 7.1458 2.6330 3.6676  0.402
40 H 4.7172 3.2317 3.4203  0.496
41 H 2.2727 0.6916 4.0840  0.168
42 H 8.4450 -0.2541 4.7976  0.296
43 C -4.4103 1.6857 -5.6565  -0.554
44 C -3.2565 0.8997 -5.7796  -0.585
45 C -3.2489 -0.3844 -5.2161  0.471
46 C -4.2705 -0.8303 -4.4611  -0.175
47 C -5.4449 -0.0979 -4.4485  -0.400
48 C -5.5707 1.1401 -5.0729  0.522
49 O -6.7544 1.7876 -4.9768  -0.562
50 O -2.1684 -1.2745 -5.3108  -0.414
51 H -4.4126 2.7425 -6.0090  0.180
52 H -2.3952 1.3654 -6.2449  0.373
53 H -4.2281 -1.8314 -3.9653  0.217
54 H -6.2575 -0.3723 -3.7589  0.363
55 H -6.6491 2.7005 -5.3020  0.303
56 H -1.3368 -0.8730 -5.6614  0.227
57 C -4.9662 -1.3361 -0.4895  -1.420
58 C -3.7836 -1.4080 -1.2708  0.132
59 C -3.1242 -2.6351 -1.4398  -0.462
60 C -3.6426 -3.8657 -0.9592  -0.742
61 C -4.8334 -3.7962 -0.2920  -0.873
62 C -5.4414 -2.5613 0.0123  0.756
63 O -6.6200 -2.5357 0.6647  -0.599
64 O -1.9808 -2.7081 -2.2551  1.143
65 H -5.3946 -0.4220 -0.1791  0.628
66 H -3.3044 -0.5241 -1.7026  1.164
67 H -2.9906 -4.7424 -1.1899  0.325
68 H -5.4114 -4.6471 -0.0083  0.392
69 H -6.5559 -3.1994 1.3301  0.343
70 H -1.4279 -1.9223 -2.0288  -0.357
71 C -3.4580 -0.3169 4.0112  -0.967
72 C -3.9187 -1.4839 3.1312  1.862
73 C -3.1077 -2.7390 3.2886  -1.251
74 O -5.3152 -1.7560 3.3460  -0.680
75 H -3.7048 -0.5397 5.0588  0.371
76 H -4.0201 0.5295 3.8459  0.540
77 H -2.3559 -0.2032 3.8825  -0.399
78 H -3.8097 -1.2351 2.0708  -0.819
79 H -2.9369 -3.0898 4.2872  0.413
80 H -2.1334 -2.4313 2.8499  -0.057
81 H -3.3923 -3.5940 2.6837  0.489
82 H -5.7869 -1.0856 2.8907  0.446
83 C 2.0188 -0.5849 -0.0356  -0.800
84 C 0.5919 -1.1203 -0.1336  2.783
85 C -0.3676 -0.5054 0.8118  0.544
86 O 0.0224 -0.9773 -1.4878  -0.250
87 H 2.7327 -1.3657 -0.2719  0.621
88 H 2.3058 -0.3288 0.9936  -0.414
89 H 2.1448 0.3454 -0.6238  0.084
90 H 0.5788 -2.2026 -0.0337  -1.847
91 H -0.4438 -0.9754 1.7949  -0.401
92 H -1.3306 -0.4427 0.3591  -0.276
93 H -0.0913 0.5317 1.0513  -0.178
94 H 0.5971 -1.5901 -2.0228  -0.600
95 C 0.0406 -4.8311 -5.8281  -1.530
96 C -0.9519 -4.7965 -4.6943  1.320
97 C -1.7040 -6.1288 -4.5733  -1.383
98 O -0.2059 -4.5724 -3.4986  -0.256
99 H 0.4315 -3.8311 -6.1319  0.296
100 H -0.4547 -5.0834 -6.7671  0.500
101 H 0.7679 -5.6425 -5.6502  0.309
102 H -1.6200 -3.9587 -4.8495  -0.268
103 H -1.1176 -6.9170 -4.1203  0.331
104 H -2.2076 -6.4650 -5.4917  0.396
105 H -2.4951 -5.9981 -3.8017  0.264
106 H -0.7529 -4.1648 -2.8533  0.215
107 C 0.4157 3.3341 0.4794  -1.364
108 C 1.6036 3.0722 1.3664  3.062
109 C 2.7898 3.7922 0.7658  -1.723
110 O 1.3217 3.5013 2.7193  -0.430
111 H -0.4155 2.8541 0.9045  -0.101
112 H 0.5523 2.7685 -0.4740  0.240
113 H 0.2769 4.4340 0.3290  0.394
114 H 1.7730 1.9954 1.3774  -0.976
115 H 2.6625 4.8325 0.7379  0.382
116 H 3.0161 3.3748 -0.2056  0.384
117 H 3.6640 3.5723 1.4195  0.202
118 H 1.9831 3.0339 3.2893  0.227
119 C -0.2610 -0.9696 6.2767  -1.996
120 C -0.0100 -0.5026 4.9160  2.897
121 C -0.3180 0.9963 4.9411  -2.167
122 O 1.4367 -0.6271 4.5467  -0.339
123 H -0.0115 -2.0049 6.3552  0.504
124 H -1.2628 -0.8908 6.6016  0.389
125 H 0.2769 -0.3268 6.9849  0.413
126 H -0.5209 -1.0873 4.1502  -1.079
127 H -0.2254 1.5125 4.0098  0.386
128 H 0.3333 1.4870 5.6475  0.533
129 H -1.3487 1.2123 5.2562  0.499
130 H 1.7200 -1.5521 4.4178  0.154
131 C -4.3629 4.3850 0.0600  -1.878
132 C -3.2795 3.3286 0.1607  1.617
133 C -3.9646 2.0070 0.5593  -1.078
134 O -2.6433 3.1202 -1.1083  -0.122
135 H -3.9615 5.2933 -0.3775  0.493
136 H -4.8165 4.5537 1.0223  0.346
137 H -5.1044 4.0971 -0.6755  0.425
138 H -2.4976 3.6398 0.8887  -0.462
139 H -4.4537 2.0904 1.5667  0.298
140 H -3.2978 1.1304 0.6192  -0.021
141 H -4.6538 1.8284 -0.2910  0.309
142 H -2.1722 3.9445 -1.2173  0.053
143 C -2.8494 6.7845 3.3126  -1.528
144 C -1.6621 6.2196 2.5583  1.264
145 C -0.4012 7.0701 2.5607  -1.176
146 O -1.3127 4.8746 3.0852  -0.473
147 H -3.0802 7.7989 2.9397  0.351
148 H -2.5794 6.8797 4.4123  0.337
149 H -3.6736 6.0897 3.2694  0.349
150 H -2.1166 6.0085 1.5724  -0.234
151 H -0.5078 7.9338 1.8857  0.377
152 H 0.4135 6.4824 2.1367  0.267
153 H -0.1696 7.3206 3.5757  0.330
154 H -0.4579 4.5710 2.8055  0.139
155 C 6.5135 0.3216 0.1548  -1.572
156 C 6.5024 -0.6285 1.3399  1.736
157 C 5.5515 -1.7752 1.2899  -1.048
158 O 7.8754 -1.1026 1.5058  -0.697
159 H 6.6965 -0.2944 -0.7354  0.344
160 H 7.1762 1.1299 0.2257  0.525
161 H 5.5966 0.8730 0.0068  0.191
162 H 6.2763 0.0682 2.1508  -0.700
163 H 5.7798 -2.4801 2.0947  0.367
164 H 5.6708 -2.4061 0.4364  0.530
165 H 4.5150 -1.4709 1.3201  -0.107
166 H 8.2893 -0.2668 1.7473  0.440
167 C -2.0362 4.4051 -3.9454  -1.503
168 C -0.6029 4.0698 -3.6168  0.720
169 C -0.1690 2.6296 -3.5067  -0.741
170 O 0.3018 4.5942 -4.6147  -0.602
171 H -2.8315 3.8282 -3.4196  0.200
172 H -2.1976 4.3271 -5.0128  0.494
173 H -2.1891 5.4738 -3.6785  0.420
174 H -0.5482 4.4987 -2.6047  -0.221
175 H -0.4949 2.1548 -4.4160  0.474
176 H -0.7186 2.1658 -2.6974  0.116
177 H 0.8703 2.5367 -3.3668  0.388
178 H 0.1296 5.5512 -4.7628  0.340